# 1
ORCA calculation (ωB97M-V/def2-TZVPD) on C28H85O37P9 as an isolated structure.

E_HOMO = -10.31 eV
energy relative to the best compared isomer or geometry (same formula, charge and spin) = 179.3 kcal per mole
lowest unoccupied orbital energy = 0.3 eV

Geometry as ORCA input:
```
! wB97M-V def2-TZVPD RIJCOSX def2/J DEFGRID3
* xyz 0 1
C -23.46555 25.46421 7.70194
O -23.48479 24.12301 8.24866
P -22.74294 22.91323 7.49032
O -22.91991 21.55963 8.04673
O -23.18371 23.05098 5.88279
C -22.35568 22.53986 4.84051
O -21.20723 23.39990 7.59099
C -20.38796 22.72382 8.62414
H -22.40759 25.64841 7.51516
H -23.66623 26.30624 8.36438
H -23.87139 25.70640 6.71974
H -21.71905 23.27558 4.34906
H -22.98354 22.17738 4.02656
H -21.73498 21.66392 5.02911
H -19.95842 23.52465 9.22603
H -19.65953 22.01249 8.23489
H -20.85227 22.08975 9.37943
C -18.65904 14.42655 10.82063
O -18.54064 15.69760 10.26787
P -18.37827 15.72720 8.60397
O -19.52100 15.25821 7.85441
O -17.14267 14.70446 8.46723
C -16.62795 14.25235 7.23477
O -17.65778 17.07988 8.26963
C -16.61068 17.61174 9.12516
H -17.90802 14.24013 11.58829
H -18.69784 13.58347 10.13084
H -19.60986 14.28332 11.33397
H -16.83326 14.97337 6.44353
H -16.89973 13.21758 7.02621
H -15.56368 14.24591 7.47014
H -16.77976 17.56193 10.20080
H -16.48168 18.62562 8.74634
H -15.65793 17.12519 8.91626
C -15.12249 18.93341 2.12067
O -13.81582 18.91331 2.58299
P -13.01728 17.53500 2.44446
O -13.66716 16.34633 3.04003
O -11.61829 17.96896 3.17969
C -10.42589 17.21418 3.09164
O -12.49131 17.48982 0.89035
C -12.35688 16.14921 0.32502
H -15.79262 18.30674 2.70914
H -15.02791 18.42550 1.16088
H -15.64395 19.88972 2.08008
H -10.47254 16.28771 2.51931
H -10.16032 16.92881 4.10956
H -9.65279 17.95345 2.88212
H -12.50383 16.24166 -0.75107
H -13.19293 15.52177 0.63395
H -11.38655 15.67025 0.45603
C -16.38728 23.97532 8.86360
O -17.31091 23.15918 9.60350
P -16.66558 22.05196 10.62637
O -15.68494 21.14192 9.98148
O -15.94299 23.00771 11.72027
C -15.41020 22.27611 12.72956
O -17.92393 21.27564 11.25460
C -18.59401 20.29806 10.31847
H -15.45425 23.42368 8.74857
H -16.08603 24.88251 9.38741
H -16.83679 24.32151 7.93291
H -15.37497 22.73433 13.71794
H -14.32613 22.27919 12.61591
H -15.74144 21.23830 12.76577
H -19.63685 20.60810 10.25177
H -18.51440 19.26612 10.66032
H -18.25289 20.32699 9.28362
C -13.42171 21.15220 6.07876
O -12.77686 22.36944 6.04891
P -13.15210 23.63227 5.07948
O -13.37447 23.21291 3.68688
O -14.48923 24.17082 5.87731
C -15.22863 25.19212 5.33726
O -12.04090 24.84552 5.26345
C -11.06829 24.83008 4.25778
H -13.69870 20.84694 5.06970
H -14.30456 21.32909 6.69307
H -12.97388 20.41737 6.74776
H -14.65034 25.98455 4.86215
H -15.73335 25.87591 6.01974
H -15.87196 24.81011 4.54461
H -11.40090 24.94624 3.22628
H -10.47769 23.91741 4.33754
H -10.44706 25.72357 4.31971
C -18.03116 17.34462 4.94121
O -18.39659 18.66146 4.60936
P -17.97890 19.92495 5.58045
O -16.52475 20.08685 5.67536
O -18.80058 21.12797 4.90385
C -18.59608 22.44699 5.41294
O -18.85598 19.51089 6.94366
C -20.15341 19.05240 6.96857
H -17.45042 16.87730 4.14594
H -18.91026 16.75726 5.20634
H -17.29482 17.40920 5.74229
H -18.37177 23.17480 4.63316
H -17.95389 22.46467 6.29349
H -19.58148 22.76987 5.74886
H -20.76552 19.76808 7.51741
H -20.14696 18.05760 7.41403
H -20.57227 19.10413 5.96360
C -19.04372 13.34676 0.55790
O -19.97647 14.42342 0.61850
P -20.11768 15.40143 1.99697
O -21.14667 16.39286 2.16636
O -20.16335 14.42474 3.37288
C -21.37992 13.95440 3.91680
O -18.62194 15.95172 1.89392
C -18.23868 16.90993 0.89992
H -18.21341 13.82946 0.04244
H -19.39506 12.44537 0.05574
H -18.96319 13.02307 1.59561
H -22.00214 13.79002 3.03708
H -22.03116 14.71334 4.35038
H -21.21855 13.05167 4.50599
H -17.61109 16.59486 0.06629
H -17.88588 17.87263 1.26984
H -19.15561 17.16458 0.36844
C -13.67185 11.00882 5.38289
O -14.33626 10.89615 4.14776
P -15.80673 11.47723 3.69755
O -16.24067 11.02747 2.31384
O -16.78542 11.14335 4.89737
C -18.15302 11.13328 4.68694
O -15.51249 13.09919 3.87109
C -16.32848 14.03007 3.25389
H -13.62192 9.95029 5.63807
H -14.11114 11.58314 6.19855
H -12.60576 11.19427 5.25191
H -18.65542 12.06487 4.94739
H -18.56999 10.43004 5.40783
H -18.46865 10.83994 3.68574
H -17.16042 14.22558 3.93047
H -16.58610 13.77641 2.22560
H -15.86956 15.01769 3.20792
C -25.61363 17.42424 7.86721
O -25.65717 16.13941 7.19808
P -24.72847 15.73011 5.88672
O -24.48615 14.26200 5.57293
O -23.34179 16.59301 6.09896
C -22.14526 16.07946 6.58580
O -25.47046 16.53076 4.71643
C -25.01719 16.33796 3.37246
H -25.42887 17.23925 8.92538
H -26.62376 17.76900 8.08826
H -24.85793 18.15569 7.58087
H -21.89060 16.56235 7.52923
H -21.46446 16.35553 5.78057
H -22.01726 15.05361 6.93126
H -24.45861 17.10883 2.84154
H -25.82021 15.84821 2.82166
H -24.28728 15.52999 3.32237
C -18.99463 26.71855 6.96200
O -19.53792 25.72865 6.17249
H -18.98357 27.62774 6.36086
H -19.60145 26.81451 7.86237
H -17.94227 26.53842 7.18150
H -20.41554 25.96655 5.86462
*
```

# 2
ORCA calculation (ωB97M-V/def2-TZVPD) on a 13-piece molecular cluster, C28H87N21O13 overall.

E_HOMO = -7.93 eV
energy relative to the best compared isomer or geometry (same formula, charge and spin) = 125.2 kcal per mole
lowest unoccupied orbital energy = -0.1 eV

Geometry as ORCA input:
```
! wB97M-V def2-TZVPD RIJCOSX def2/J DEFGRID3
* xyz 0 1
C -2.23244 -2.07868 2.10599
C -2.64943 -2.31047 3.55385
C -3.88328 -1.47999 4.02598
O -3.73322 -0.08244 3.74522
C -4.90574 0.67039 3.97845
N -2.91539 -3.74139 3.73806
H -3.11170 -2.32701 1.50225
H -1.32200 -2.59332 1.80836
H -2.13386 -1.03566 1.79300
H -1.88800 -1.92423 4.23576
H -3.93178 -1.53235 5.11661
H -4.82495 -1.87282 3.63258
H -4.71742 1.68850 3.64634
H -5.18299 0.65483 5.03745
H -5.79366 0.24965 3.49834
H -2.30163 -4.29952 3.16198
H -3.86085 -4.00987 3.49983
C -0.06987 4.95617 3.76072
C 1.26243 4.99375 2.96984
C 2.50197 5.29815 3.75526
O 2.71985 4.42027 4.86564
C 4.03340 4.62663 5.37218
N 1.23244 3.81505 2.07579
H -0.11872 4.14950 4.49390
H -1.01791 4.93495 3.22483
H -0.16280 5.87370 4.35405
H 0.99083 5.78961 2.26947
H 2.45780 6.30719 4.17857
H 3.30749 5.43893 3.02532
H 4.64394 3.99580 4.71601
H 4.19475 4.12311 6.32530
H 4.36545 5.66396 5.37164
H 0.37879 3.65532 1.54827
H 1.39596 3.02065 2.68108
C -6.92726 0.21658 -1.84767
C -5.69211 -0.70569 -1.88076
C -4.60246 -0.48672 -0.87951
O -3.93507 0.76806 -1.02612
C -2.72520 0.73221 -1.77137
N -6.13876 -2.09980 -1.78603
H -7.37394 0.29153 -0.85541
H -7.65336 -0.12591 -2.58325
H -6.64287 1.24792 -2.06591
H -5.16436 -0.70271 -2.84446
H -3.88361 -1.30429 -0.79013
H -4.98924 -0.35821 0.13810
H -2.17979 1.67738 -1.78189
H -2.78343 0.48507 -2.83295
H -2.03161 0.05964 -1.25757
H -6.71209 -2.30387 -2.59341
H -5.27098 -2.62999 -1.83845
C 1.75717 -6.45741 0.95890
C 1.87510 -4.92800 1.05925
C 2.15450 -4.27975 -0.28430
O 3.47782 -4.62527 -0.70211
C 4.51855 -4.05198 0.13178
N 0.66522 -4.44677 1.73974
H 1.22580 -6.88644 0.10296
H 1.18985 -6.99642 1.72336
H 2.70899 -6.99097 0.99370
H 2.54585 -4.80229 1.91134
H 2.01733 -3.19738 -0.17534
H 1.46270 -4.60849 -1.05991
H 4.24188 -2.99578 0.19893
H 5.42392 -4.00896 -0.47339
H 4.73992 -4.46159 1.11492
H -0.19617 -4.87413 1.41698
H 0.53413 -3.45762 1.54137
C 1.39884 -0.65674 4.32567
C 2.18575 0.64923 4.34160
C 3.06815 0.80139 3.06833
O 4.19623 -0.02760 3.28074
C 5.26772 0.51702 4.03034
N 1.24386 1.78219 4.49666
H 0.70354 -0.70153 5.16414
H 2.00113 -1.55085 4.16810
H 0.76503 -0.67736 3.43238
H 2.78369 0.67763 5.25670
H 3.33133 1.84041 2.83350
H 2.58165 0.52914 2.13014
H 6.17137 -0.08606 3.98967
H 5.06217 0.90128 5.03173
H 5.51511 1.41574 3.44966
H 1.82093 2.61620 4.54735
H 0.80921 1.73464 5.41152
C -1.02218 2.87940 -4.28370
O -2.19062 3.21781 -4.17658
N 0.08291 3.64634 -4.41071
N -0.69461 1.59119 -4.52377
H 0.96309 3.16383 -4.46960
H -0.01678 4.60946 -4.13629
H -1.34636 0.82969 -4.58750
H 0.28209 1.32901 -4.53201
C 1.19305 -3.07728 -4.01008
O 0.64861 -2.11313 -3.46803
N 2.37253 -3.57221 -3.56122
N 1.11342 -3.39582 -5.32550
H 2.84634 -4.28252 -4.08173
H 2.69685 -3.32221 -2.63940
H 1.83468 -3.94118 -5.74781
H 0.47821 -2.87306 -5.91065
C -1.25030 -0.45566 -6.20527
O -1.97417 -1.40626 -5.88822
N -1.46269 0.35543 -7.27301
N -0.14554 -0.18821 -5.49958
H -2.04790 -0.03789 -7.99014
H -0.74701 1.03040 -7.47424
H 0.30218 0.68721 -5.72030
H 0.17092 -0.73754 -4.71182
C -2.11750 2.24794 1.83549
O -1.73885 3.19385 1.13472
N -3.12135 1.41431 1.48591
N -1.50256 1.88451 2.99202
H -3.32812 1.37120 0.49025
H -3.42416 0.67931 2.11512
H -0.53393 2.08503 3.17952
H -1.94024 1.15855 3.53667
C 0.41917 -0.10071 -0.16157
O 0.29918 -1.21079 0.38352
N 0.83459 0.06035 -1.43316
N 0.43250 1.09647 0.49053
H 1.03457 0.99235 -1.75170
H 0.79949 -0.69596 -2.09713
H 0.49679 1.05543 1.49326
H 0.74413 1.88966 -0.03971
C 2.73033 3.66793 -1.80322
O 2.99242 2.48011 -1.60970
N 3.07756 4.36677 -2.90442
N 2.18280 4.42008 -0.81924
H 2.63260 5.23966 -3.12210
H 3.91328 4.09162 -3.38975
H 1.63441 5.22941 -1.06325
H 2.05062 4.11312 0.14136
C -2.50090 -3.16938 -2.01857
O -3.62680 -3.68581 -1.88891
N -1.50191 -3.42933 -1.16933
N -2.20445 -2.29807 -2.99596
H -1.73047 -4.04019 -0.40516
H -0.66251 -2.87463 -1.22727
H -1.26638 -2.23126 -3.36490
H -2.94806 -1.95407 -3.57925
C 3.05917 0.31194 -4.45836
O 1.98480 0.92071 -4.59009
N 3.78861 0.34256 -3.31468
N 3.65795 -0.30880 -5.47423
H 3.45911 1.11780 -2.73567
H 4.64569 -0.16536 -3.20807
H 3.29932 -0.13651 -6.39844
H 4.62271 -0.56165 -5.35489
*
```